[1]
{"formula": "C30H60N5O6P", "method": "the ωB97M-V functional and the def2-TZVPD basis", "elements": ["C", "C", "C", "C", "P", "C", "C", "C", "O", "C", "C", "C", "C", "C", "C", "C", "C", "H", "H", "H", "H", "H", "H", "H", "H", "H", "H", "H", "H", "H", "H", "H", "H", "H", "H", "H", "H", "H", "H", "H", "H", "H", "C", "N", "C", "C", "O", "H", "H", "H", "H", "H", "H", "H", "C", "N", "C", "C", "O", "H", "H", "H", "H", "H", "H", "H", "C", "N", "C", "C", "O", "H", "H", "H", "H", "H", "H", "H", "C", "N", "C", "C", "O", "H", "H", "H", "H", "H", "H", "H", "C", "N", "C", "C", "O", "H", "H", "H", "H", "H", "H", "H"], "xyz": [[6.92846, 3.73548, 1.83084], [5.80595, 2.68630, 1.72078], [5.10817, 2.64327, 0.35192], [4.66722, 1.25092, -0.12142], [3.82433, 0.24921, 1.20259], [4.86358, -1.28392, 1.34055], [5.63306, -1.40826, 2.66622], [7.11999, -1.11161, 2.55474], [7.67438, -1.93980, 1.52946], [2.34522, -0.40688, 0.30259], [1.11310, -0.43458, 1.20345], [0.57799, 0.90202, 1.64881], [-0.19134, 0.95336, 2.81622], [-0.79722, 2.13207, 3.23428], [-0.61696, 3.30498, 2.50261], [0.17032, 3.27541, 1.35446], [0.75969, 2.08472, 0.93134], [7.13828, 4.20206, 0.86626], [6.66688, 4.53867, 2.52088], [7.86463, 3.29791, 2.18117], [5.05222, 2.91546, 2.47561], [6.18542, 1.69729, 1.97803], [5.80263, 3.04096, -0.39671], [4.25552, 3.32670, 0.36119], [3.95167, 1.37318, -0.93742], [5.51333, 0.69291, -0.51992], [4.20176, -2.14225, 1.21932], [5.56241, -1.31158, 0.50566], [5.54511, -2.43334, 3.03872], [5.20113, -0.76115, 3.43324], [7.60302, -1.33327, 3.51320], [7.30417, -0.05560, 2.33064], [8.60466, -1.71780, 1.43641], [2.16512, 0.17888, -0.60257], [2.55132, -1.42022, -0.05179], [1.34927, -1.00961, 2.10171], [0.30320, -0.98663, 0.70980], [-0.30779, 0.04755, 3.40274], [-1.38668, 2.13089, 4.14271], [-1.06898, 4.23351, 2.82871], [0.32531, 4.17974, 0.77898], [1.35245, 2.09241, 0.02353], [-2.63110, -0.55413, 0.66852], [-3.28073, -1.84096, 0.83124], [-4.03488, -2.09634, 2.04843], [-3.17733, -2.81567, -0.08651], [-3.66229, -3.92851, 0.02130], [-1.91107, -0.39416, 1.47097], [-3.35589, 0.26101, 0.69968], [-2.10015, -0.52723, -0.28201], [-3.58500, -2.92479, 2.60007], [-5.06670, -2.35526, 1.82002], [-4.02548, -1.19733, 2.65674], [-2.58098, -2.51562, -0.96644], [-7.66797, 1.58995, -1.10490], [-7.44124, 1.18908, 0.27161], [-8.55273, 1.21083, 1.20670], [-6.23760, 0.79716, 0.71893], [-6.00532, 0.45347, 1.86438], [-8.03388, 2.61370, -1.16048], [-8.40314, 0.93431, -1.57656], [-6.73275, 1.51811, -1.65834], [-8.34018, 1.88230, 2.03877], [-8.72861, 0.21565, 1.61605], [-9.44293, 1.55274, 0.68492], [-5.46346, 0.81497, -0.06833], [-1.42695, -5.19518, 1.08750], [-0.29491, -4.60584, 1.77598], [1.02999, -5.17324, 1.59833], [-0.42507, -3.53290, 2.57726], [0.49588, -2.98718, 3.15667], [-1.56657, -6.23489, 1.39054], [-1.28258, -5.16337, 0.00610], [-2.33112, -4.63824, 1.32660], [1.44000, -5.49978, 2.55444], [1.71189, -4.43204, 1.17893], [0.96139, -6.02373, 0.92438], [-1.46525, -3.16978, 2.64452], [6.90730, -3.82072, -3.62391], [6.45568, -2.52265, -3.17117], [7.09923, -1.32314, -3.67843], [5.45573, -2.37964, -2.28114], [5.05401, -1.30725, -1.87274], [7.95837, -3.97617, -3.37259], [6.78915, -3.91876, -4.70502], [6.31835, -4.59672, -3.13910], [7.53767, -0.74973, -2.86114], [6.37546, -0.68413, -4.18484], [7.88028, -1.61047, -4.37816], [5.03179, -3.34039, -1.94383], [-7.80555, 5.13112, -5.85062], [-8.49094, 4.35703, -4.83680], [-9.16673, 3.12667, -5.21301], [-8.52832, 4.73753, -3.54647], [-9.09394, 4.11621, -2.66632], [-8.50066, 5.45596, -6.62712], [-7.01180, 4.54431, -6.31682], [-7.36117, 6.01270, -5.39311], [-10.22931, 3.18527, -4.97724], [-8.74966, 2.27800, -4.67023], [-9.04141, 2.96772, -6.28107], [-7.99082, 5.68082, -3.35469]], "homo_lumo_gap_ev": 8.0, "energy_ha": -2245.6524, "max_force_ev_per_a": 0.59, "homo_ha": -0.2735, "smiles": "CCCCP(CCCO)CCc1ccccc1.CN(C)C=O.CN(C)C=O.CN(C)C=O.CN(C)C=O.CN(C)C=O", "multiplicity": 1}



[2]
{"formula": "C2N5O21Zr", "method": "the ωB97M-V functional and the def2-TZVPD basis", "elements": ["Zr", "C", "O", "O", "O", "C", "O", "O", "O", "N", "O", "O", "O", "N", "O", "O", "O", "N", "O", "O", "O", "N", "O", "O", "O", "N", "O", "O", "O"], "xyz": [[-1.18595, 18.72117, 20.28927], [-0.99613, 22.08220, 19.84922], [-1.25437, 20.81749, 20.05148], [0.19554, 22.40548, 19.46777], [-1.82475, 23.04923, 20.03514], [-3.52067, 16.21784, 20.34037], [-4.63009, 15.97649, 20.92342], [-3.15032, 15.46560, 19.36528], [-2.82918, 17.32555, 20.59772], [-3.51626, 19.04461, 17.91936], [-3.85029, 19.59971, 16.84742], [-4.41788, 18.55763, 18.60429], [-2.30367, 19.07991, 18.29925], [-2.66014, 20.29230, 23.27250], [-2.06121, 21.35681, 23.45707], [-2.57399, 19.65010, 22.20138], [-3.50543, 19.90760, 24.13188], [0.63162, 15.90385, 21.02332], [0.77692, 15.76024, 22.25338], [1.06378, 15.03781, 20.26105], [0.06773, 16.96100, 20.63274], [1.75513, 19.16822, 18.55289], [2.70277, 18.37630, 18.75160], [0.56702, 18.94461, 18.92137], [1.98875, 20.13674, 17.81704], [1.09579, 20.02617, 22.47225], [0.31750, 19.17106, 21.94192], [2.24304, 20.13218, 22.00069], [0.74316, 20.76280, 23.38984]], "homo_lumo_gap_ev": 4.5, "energy_ha": -1976.2105, "total_charge": -5, "max_force_ev_per_a": 4.99, "homo_ha": 0.2528, "multiplicity": 1}



[3]
{"formula": "CH3I2O2P", "method": "the ωB97M-V functional and the def2-TZVPD basis", "elements": ["C", "O", "P", "O", "H", "H", "H", "I", "I"], "xyz": [[0.25859, 0.35407, 0.34843], [-0.04610, 1.69605, 0.58627], [-1.45985, 2.18291, 1.21760], [-1.23233, 3.58874, 1.47513], [1.11702, -0.02382, 1.00958], [0.41635, 0.38240, -0.82758], [-0.57560, -0.13759, 0.61661], [-0.50819, 0.86146, 4.31242], [2.16618, 0.63206, 4.83839]], "homo_lumo_gap_ev": 7.4, "energy_ha": -1127.1369, "max_force_ev_per_a": 4.26, "e_above_lowest_kcal_mol": 35.41, "homo_ha": -0.3562, "smiles": "COP=O.II", "multiplicity": 1}



[4]
{"formula": "C4H3NO2", "method": "the ωB97M-V functional and the def2-TZVPD basis", "elements": ["N", "C", "C", "C", "O", "H", "C", "O", "H", "H"], "xyz": [[0.50819, 1.53354, -0.06575], [-0.57749, 1.04717, -0.01079], [-1.57940, 0.25139, 0.16387], [-2.55467, -0.50365, -0.04856], [-3.53110, -1.18225, -0.00448], [1.20956, 2.19785, -0.23152], [1.75742, -0.92388, 0.04714], [2.06545, 0.21852, 0.05994], [1.47342, -1.40782, 0.97182], [1.22863, -1.23087, -0.88167]], "homo_lumo_gap_ev": 9.1, "energy_ha": -359.3037, "max_force_ev_per_a": 4.09, "e_above_lowest_kcal_mol": 104.55, "homo_ha": -0.3360, "smiles": "N=C=C=C=O.C=O", "multiplicity": 1}



[5]
{"formula": "ClFH2NPS", "method": "the ωB97M-V functional and the def2-TZVPD basis", "elements": ["N", "F", "P", "S", "Cl", "H", "H"], "xyz": [[0.96558, -1.07348, 0.84942], [-0.93323, -0.02478, -1.41047], [1.91773, -0.00988, 0.26744], [1.84698, 1.92148, 0.06189], [3.49955, -0.94956, -0.45888], [-0.66109, 0.87251, -1.32949], [0.07444, -0.75425, 1.19793]], "homo_lumo_gap_ev": 9.7, "energy_ha": -1355.5750, "max_force_ev_per_a": 1.28, "e_above_lowest_kcal_mol": 0.85, "homo_ha": -0.3719, "multiplicity": 1}



[6]
{"formula": "BrCl3P2", "method": "the ωB97M-V functional and the def2-TZVPD basis", "elements": ["Cl", "P", "Cl", "P", "Cl", "Br"], "xyz": [[-0.64535, -0.52627, 2.29253], [-1.03521, -0.41426, 0.29441], [-1.08117, -2.33145, -0.29868], [1.07847, 0.24618, -0.34764], [0.72226, 2.19828, 0.53603], [0.96101, 0.82752, -2.47666]], "homo_lumo_gap_ev": 8.8, "energy_ha": -4637.3880, "max_force_ev_per_a": 1.61, "e_above_lowest_kcal_mol": 2.39, "homo_ha": -0.3388, "smiles": "ClP(Cl)#P(Cl)Br", "multiplicity": 1}